[1]
8
Properties=species:S:1:pos:R:3 method="wB97M-V/def2-TZVPD" charge=+1 largest_force_ev_per_a=2.36 e_above_lowest_kcal_mol=24.0 smiles="NC=[NH2+]" total_energy_ev=-4090.9473
N 0.345 -1.183 -0.131
C -0.006 0.065 -0.341
N -0.476 0.994 0.443
H 0.162 -1.784 0.696
H 1.066 -1.522 -0.744
H 0.268 0.457 -1.352
H -0.062 1.911 0.389
H -1.297 1.062 1.040

[2]
51
Properties=species:S:1:pos:R:3 method="wB97M-V/def2-TZVPD" charge=-2 largest_force_ev_per_a=9.14 e_above_lowest_kcal_mol=473.0 total_energy_ev=-126347.2614
Zr -6.157 5.066 7.963
S -2.507 4.701 9.958
O -1.728 5.779 10.465
O -1.844 3.431 10.059
O -3.928 4.623 10.355
O -3.039 4.990 8.679
S -4.927 1.965 5.441
O -5.367 2.076 6.806
O -3.474 1.739 5.570
O -5.698 0.931 4.757
O -5.286 3.336 5.290
O -10.410 2.506 11.584
C -9.689 2.273 10.510
O -8.901 3.156 10.131
O -9.886 1.240 9.787
H -10.765 1.625 11.443
C -11.219 7.987 7.587
F -10.816 7.291 8.700
F -12.481 7.421 7.161
F -11.469 9.280 7.846
S -9.866 7.876 6.124
O -10.624 8.043 4.886
O -8.901 8.908 6.439
N -9.148 6.233 6.207
S -10.128 5.333 5.222
O -9.679 3.964 5.499
O -11.528 5.517 5.385
C -9.659 5.835 3.399
F -8.857 6.944 3.207
F -9.039 4.726 2.958
F -10.712 6.033 2.639
C -3.148 9.726 4.054
S -3.600 9.674 5.893
O -4.223 8.321 6.194
C -1.872 9.769 6.588
H -4.033 9.865 3.433
H -2.699 8.788 3.728
H -2.534 10.603 3.850
H -1.671 8.727 6.838
H -1.975 10.245 7.563
H -1.113 10.427 6.163
C -5.090 8.975 12.706
S -6.713 8.798 11.879
O -6.544 7.754 10.762
C -7.372 7.756 13.238
H -5.075 9.774 13.446
H -4.306 9.158 11.971
H -4.694 8.079 13.184
H -7.282 8.105 14.267
H -6.843 6.803 13.194
H -8.391 7.443 13.010

[3]
15
Properties=species:S:1:pos:R:3 method="wB97M-V/def2-TZVPD" charge=0 largest_force_ev_per_a=0.68 e_above_lowest_kcal_mol=60.5 smiles="C[C@H](O)N=C=CN" total_energy_ev=-9303.7710
C 1.457 -0.675 -0.902
C 1.407 0.738 -0.357
O 2.645 1.007 0.241
N 0.356 0.969 0.645
C -0.654 0.282 0.713
C -1.746 -0.439 0.872
N -2.960 -0.082 0.202
H 0.516 -0.935 -1.393
H 1.638 -1.375 -0.080
H 2.274 -0.763 -1.622
H 1.199 1.455 -1.167
H 2.538 1.819 0.756
H -1.679 -1.304 1.534
H -3.320 -0.874 -0.320
H -3.671 0.177 0.880

[4]
54
Properties=species:S:1:pos:R:3 method="wB97M-V/def2-TZVPD" charge=+2 largest_force_ev_per_a=15.78 total_energy_ev=-517341.4282
Ag -18.548 -22.719 -4.270
O -18.035 -19.955 -2.463
H -17.317 -20.592 -2.509
H -18.813 -20.480 -2.663
H -17.907 -19.346 -3.194
O -17.177 -20.279 -5.158
H -16.914 -20.881 -4.459
H -17.646 -19.560 -4.727
H -17.835 -20.753 -5.672
C -15.253 -22.865 -4.012
C -16.351 -22.292 -3.099
C -15.705 -21.455 -1.923
O -17.299 -21.455 -3.741
H -14.799 -22.027 -4.539
H -15.705 -23.474 -4.795
H -14.553 -23.444 -3.409
H -16.828 -23.173 -2.670
H -14.990 -22.165 -1.508
H -16.464 -21.048 -1.255
H -15.168 -20.572 -2.269
C -17.771 -23.877 -0.406
Cl -18.338 -24.758 -1.770
Cl -16.323 -24.813 0.166
Cl -19.028 -23.694 0.896
H -17.474 -22.906 -0.803
C -16.318 -19.601 0.987
Cl -17.537 -20.369 -0.084
Cl -16.930 -17.971 1.558
Cl -14.793 -19.292 0.253
H -16.097 -20.260 1.827
Br -10.799 -23.716 -2.392
C -11.030 -21.805 -2.861
C -12.416 -21.689 -3.592
Br -12.502 -22.580 -5.350
H -10.194 -21.471 -3.476
H -11.002 -21.301 -1.895
H -12.644 -20.650 -3.833
H -13.225 -22.054 -2.959
Br -12.324 -22.647 -0.704
C -13.757 -21.811 0.329
C -14.462 -22.955 1.097
Br -16.373 -22.462 1.646
H -14.401 -21.306 -0.392
H -13.457 -20.988 0.978
H -13.854 -23.086 1.992
H -14.534 -23.883 0.530
Br -13.876 -24.833 -1.189
C -15.425 -25.372 -2.394
C -16.121 -26.628 -1.896
Br -17.094 -27.414 -3.433
H -15.146 -25.537 -3.434
H -16.148 -24.556 -2.400
H -16.864 -26.275 -1.181
H -15.419 -27.304 -1.409